C2H5NOS2 | ωB97M-V with the def2-TZVPD basis set

Properties
* SMILES: O/C=N/S.C=S
* LUMO level: -0.34 eV
* orbital gap: 8.48 eV
* HOMO: -0.3240 hartree
* ΔE to the lowest compared entry with this formula, charge and spin: 56.4 kcal per mole

Positions of all 11 atoms, in Å:
O  -1.19867  1.04049  0.40004
C  0.04210  1.48011  0.15173
N  1.04741  0.81032  0.59287
S  2.67647  1.24683  0.07254
H  -1.02768  0.40855  1.11878
H  0.18861  2.18051  -0.60556
H  3.32348  0.66728  1.25753
C  -1.36111  -2.02928  -0.79623
S  -0.25396  -1.79627  0.36583
H  -0.99229  -2.31809  -1.79222
H  -2.44437  -1.69044  -0.76530

C31H27IrN20O3S | ωB97M-V with the def2-TZVPD basis set

Properties
* LUMO level (spin up / spin down): -1.85 / -3.85 eV
* orbital gap (spin up / spin down): 5.07 / 3.35 eV
* HOMO (spin up / spin down): -0.2543 / -0.2648 hartree
* 2S+1: 5

Positions of all 83 atoms, in Å:
Ir  -0.03780  -0.07161  0.06754
N  2.36707  -0.27151  2.49045
C  1.06855  -0.11277  2.89733
N  0.69120  0.02646  4.15128
N  -0.64162  0.17467  4.08543
N  -1.05785  0.13004  2.87066
N  0.01982  -0.08036  2.07004
C  2.77562  -0.21886  1.19147
N  4.02498  -0.27053  0.79535
N  3.95766  -0.18683  -0.55012
N  2.74883  -0.09181  -0.96037
N  1.93999  -0.11124  0.13661
H  3.08208  -0.25745  3.20195
O  1.08932  7.65084  -3.74361
S  0.58248  8.85936  -3.12046
O  -0.66910  9.34965  -3.66710
O  1.57993  9.86685  -2.82734
C  0.06677  8.29735  -1.47167
N  -0.40665  9.20241  -0.60122
C  -0.81740  8.74706  0.56764
C  -0.79208  7.39861  0.91194
C  -0.28086  6.55104  -0.04821
N  0.15290  6.99569  -1.21992
C  -0.20033  5.06811  0.08516
C  0.48526  4.36101  -0.90106
C  0.49931  2.98715  -0.85109
N  -0.14362  2.29090  0.09446
C  -0.76871  2.96002  1.06813
C  -0.80711  4.34110  1.10404
H  -1.19209  9.48818  1.26700
H  -1.14277  7.06004  1.87702
H  0.97314  4.90917  -1.69694
H  1.03072  2.41076  -1.59776
H  -1.27099  2.36317  1.82124
H  -1.34253  4.83276  1.90435
C  -0.50527  0.21966  -5.39692
C  0.70423  0.22379  -4.45576
C  0.31314  0.10106  -3.05616
N  0.04025  0.01374  -1.95002
H  -0.15729  0.31101  -6.42307
H  -1.16691  1.05735  -5.18424
H  -1.07038  -0.70669  -5.30587
H  1.27523  1.14951  -4.54847
H  1.38807  -0.59869  -4.67047
N  -0.86424  -7.86663  0.26884
C  -0.64938  -6.74368  0.17072
C  -0.37802  -5.33389  0.03877
C  -0.97321  -4.60243  -0.98300
C  -0.69198  -3.25136  -1.06654
N  0.12002  -2.62733  -0.21435
C  0.69404  -3.33603  0.75669
C  0.47808  -4.69257  0.92454
H  -1.63874  -5.07701  -1.68977
H  -1.13625  -2.64036  -1.84428
H  1.35189  -2.79558  1.42813
H  0.95973  -5.23464  1.72555
C  -2.74145  -2.04249  1.47697
C  -3.00835  -0.84013  0.65162
N  -2.12820  -0.07897  0.01139
C  -2.83100  0.92160  -0.64095
C  -4.14205  0.78068  -0.35752
N  -4.24363  -0.33683  0.44831
C  -5.47469  -0.81882  1.06220
N  -5.37156  -0.83434  2.48946
N  -5.46718  -2.02676  3.14112
N  -5.27250  -1.76055  4.43618
C  -5.05597  -0.46760  4.58855
C  -4.77450  0.30231  5.79714
C  -4.57081  1.72076  5.63432
C  -4.63042  2.32428  4.43318
C  -4.90982  1.54708  3.18461
C  -5.11540  0.17948  3.34712
H  -1.71318  -2.35889  1.33927
H  -3.41596  -2.85700  1.20968
H  -2.88411  -1.81506  2.53180
H  -2.33386  1.67894  -1.21985
H  -5.00154  1.35638  -0.65278
H  -5.69859  -1.83960  0.75870
H  -6.27370  -0.15692  0.73064
H  -4.71188  -0.18442  6.75696
H  -4.35926  2.31802  6.51080
H  -4.47224  3.38987  4.35306
H  -4.93275  2.03253  2.22001